20
Properties=species:S:1:pos:R:3:lowdin_charge:R:1 method="wB97M-V/def2-TZVPD" de_lowest_kj_mol=132.29 homo_lumo_gap_ev=8.2434 e_tot_ev=-9942.8255 smiles="C=C(C)NC.O.O" homo_energy_ev=-7.64 e_lumo_ev=0.601
C 2.036 -0.439 0.649 0.014
C 1.535 -0.345 -0.581 -0.439
C 2.438 -0.432 -1.769 -0.056
N 0.165 -0.093 -0.795 -0.049
C -0.462 -0.597 -1.993 -0.131
H 3.046 -0.771 0.854 0.047
H 1.415 -0.499 1.543 0.045
H 3.330 -0.958 -1.430 0.075
H 2.778 0.564 -2.070 0.092
H 1.940 -1.062 -2.499 0.065
H -0.324 -0.305 0.062 0.112
H -0.639 -1.671 -2.071 0.081
H 0.027 -0.182 -2.853 0.070
H -1.493 -0.269 -1.995 0.070
O -4.057 1.237 1.657 -0.055
H -4.910 1.518 1.992 0.034
H -3.796 1.621 0.814 0.038
O -0.774 0.750 3.187 -0.069
H -0.620 0.743 4.140 0.034
H -1.636 1.191 3.157 0.022